The molecule C4H5NO2. Source: the OMol25 dataset; level of theory: ωB97M-V/def2-TZVPD.

Geometry as XYZ:
```
12
Properties=species:S:1:pos:R:3:forces:R:3:nbo_charge:R:1
C 1.897522 1.115904 0.238910 -0.225 -0.082 -0.171 -0.452
C 1.319667 0.104918 -0.410847 0.284 0.270 0.082 -0.065
N 0.346306 -0.753140 0.123677 -0.387 0.224 -0.124 -0.450
C -0.870704 -0.434629 -0.004502 0.336 -0.199 0.210 0.461
O -1.389927 0.681079 -0.555206 0.270 0.060 -0.106 -0.667
C -1.931119 -1.391767 0.477406 -0.047 -0.280 0.441 0.375
O -1.794780 -2.042134 1.478294 -0.084 0.202 -0.389 -0.452
H 2.691421 1.687029 -0.225489 -0.079 -0.055 -0.005 0.211
H 1.597655 1.387955 1.244969 0.054 -0.103 -0.031 0.207
H 1.621121 -0.161147 -1.420951 0.131 0.005 0.037 0.203
H -0.652266 1.274586 -0.796396 -0.217 -0.147 0.081 0.502
H -2.834895 -1.468653 -0.149865 -0.036 0.105 -0.024 0.127
```
Forces are in eV/Å.

Properties
Energy relative to the best compared isomer or geometry (same formula, charge and spin)   41.9 kcal per mole
LUMO   0.1935 eV
Multiplicity   1

A cluster of 9 separate species, C25H71Br4O28P7 in total. Source: the OMol25 dataset; level of theory: ωB97M-V/def2-TZVPD.

Geometry as XYZ:
```
135
Properties=species:S:1:pos:R:3:forces:R:3:mulliken_charge:R:1
C 0.007466 -0.451348 6.499649 0.168 2.134 -1.184 -0.538
O -0.586911 0.931159 6.393860 0.269 -1.300 1.003 -0.417
P -1.557360 1.461610 5.317717 0.217 1.694 -1.290 0.382
O -1.718056 2.936569 5.354487 -0.081 -1.221 0.178 -0.676
O -1.013932 0.959180 3.894199 -0.692 -1.051 0.549 0.666
C 0.008644 1.599619 3.179598 -0.407 0.955 -1.371 0.326
O -2.873333 0.588674 5.424860 1.426 -0.493 1.001 -0.339
C -3.965253 0.987237 4.653070 0.165 -0.081 -0.745 -0.489
H -0.601296 -1.163750 5.935161 0.490 0.190 -0.193 0.237
H -0.023430 -0.713086 7.536980 0.169 0.006 0.509 0.370
H 1.037808 -0.212510 6.128107 -0.904 -1.244 0.345 0.224
H 0.210714 1.034334 2.254454 -0.156 0.046 0.518 -0.746
H 0.912360 1.692511 3.752703 0.436 0.226 0.280 0.395
H -0.369521 2.587310 2.839444 0.519 -0.380 0.580 -0.062
H -4.202090 1.982325 4.913173 -0.297 1.378 -0.155 0.339
H -4.779609 0.395025 4.969609 -0.936 -0.894 -0.026 0.292
H -3.724805 0.866234 3.590758 -0.343 0.104 0.141 0.008
C 1.915428 4.117609 6.022389 -0.871 1.402 0.768 -0.760
O 2.134449 3.814949 4.672353 -0.348 0.230 -1.298 -0.145
P 1.804588 4.974826 3.610031 2.706 -1.777 0.241 0.848
O 2.086974 4.546704 2.239872 -0.642 -0.094 -0.442 -0.560
O 2.804795 6.113128 4.068492 -0.712 1.409 -0.173 -0.413
C 3.894025 6.535289 3.212234 -0.402 0.665 0.033 -0.600
O 0.378183 5.361385 4.020250 -1.747 1.058 -0.151 -0.036
C -0.365809 6.327648 3.239167 0.688 0.768 0.480 -0.810
H 2.441102 3.441719 6.642875 0.377 -0.970 0.441 0.282
H 0.853341 4.175001 6.271150 -0.051 -0.562 -0.109 0.287
H 2.281516 5.110135 6.261322 0.393 0.282 -0.014 0.325
H 4.048174 5.699820 2.557706 0.814 -0.108 -0.433 0.311
H 4.671919 6.765382 3.919067 0.661 -0.303 -0.045 0.229
H 3.766112 7.481162 2.606107 -0.721 -1.027 0.726 0.227
H -0.319462 6.117767 2.177913 0.019 -0.177 -0.092 0.290
H -0.013333 7.341665 3.449305 0.578 -0.159 -0.222 0.334
H -1.363631 6.390995 3.602824 -0.869 -0.769 0.221 0.270
C 7.123771 -3.187831 0.704418 0.207 -0.512 -0.659 -0.840
O 6.189331 -2.154113 0.479181 -1.076 0.665 0.030 -0.209
P 5.675986 -1.757739 -0.982398 3.924 0.728 -1.146 0.810
O 6.742881 -1.941978 -2.013408 -1.599 0.139 1.102 -0.795
O 5.256626 -0.233607 -0.837332 -0.859 -0.057 0.595 -0.292
C 4.103279 0.012987 0.023465 0.114 -0.202 -0.619 -0.664
O 4.356182 -2.532016 -1.192580 -1.401 -1.125 -0.207 -0.045
C 3.656846 -2.377810 -2.478080 1.912 1.352 0.945 -0.330
H 7.455343 -3.199679 1.725876 -0.369 0.170 0.611 0.284
H 8.011260 -3.057822 0.112605 0.322 0.240 -0.534 0.316
H 6.683237 -4.135663 0.423037 -0.051 -0.373 0.133 0.333
H 4.247974 -0.478592 0.955324 0.429 -0.101 1.017 0.399
H 3.200501 -0.423243 -0.367199 -0.357 -0.105 -0.632 0.297
H 3.921529 1.067556 0.145594 0.408 0.351 -0.074 0.326
H 2.651871 -2.521948 -2.262535 -1.871 -0.185 0.352 -0.114
H 4.000279 -3.134990 -3.145498 0.435 -0.241 -0.599 0.285
H 3.847839 -1.335508 -2.798776 -0.232 -0.690 -0.367 0.290
C 0.327790 -3.067066 0.089914 -0.072 -0.533 0.717 -0.203
O -0.934944 -3.235686 -0.563281 0.016 -0.862 0.084 0.591
P -1.149549 -4.695618 -1.143448 0.859 1.682 -0.385 0.551
O -0.612292 -5.786635 -0.323831 -0.521 -0.277 -0.397 -0.785
O -2.675825 -4.554823 -1.409108 -0.597 -0.912 -0.325 -0.244
C -3.677691 -5.541554 -1.076384 0.518 1.934 1.020 -0.832
O -0.479404 -4.521125 -2.614210 -0.437 -0.722 1.096 -0.032
C -0.304943 -5.780864 -3.268090 0.989 -0.198 -0.826 -0.913
H 0.153844 -2.332384 0.844500 -0.066 0.345 0.516 -0.402
H 0.978151 -2.620460 -0.635078 0.902 -0.128 -0.270 -0.151
H 0.676832 -4.025747 0.583567 -0.222 1.211 -0.857 0.509
H -4.277646 -5.039886 -0.330875 -0.174 -0.292 0.624 0.287
H -3.252339 -6.450704 -0.709308 0.166 -0.604 -0.030 0.353
H -4.299142 -5.576500 -1.913541 -0.791 -0.844 -1.490 0.280
H 0.007421 -5.560785 -4.293546 0.333 0.045 0.276 0.231
H -1.230627 -6.319424 -3.412840 -0.471 -0.216 0.450 0.340
H 0.450373 -6.406502 -2.742070 -0.596 0.414 -0.387 0.311
C 1.791451 -1.221670 2.760797 -0.737 -1.146 0.173 0.138
O 1.574849 -2.685688 2.680986 -0.272 1.251 -0.099 0.757
P 2.076847 -3.623016 3.859249 1.129 0.601 1.276 0.306
O 2.160325 -3.046528 5.221994 -0.547 -0.090 -1.119 -0.758
O 1.208298 -4.940084 3.743779 -0.761 0.882 -0.186 -0.278
C -0.205406 -4.898683 4.136418 0.567 0.140 -0.734 -0.694
O 3.519022 -4.025038 3.356251 -0.126 -0.748 -0.267 -0.431
C 3.775977 -4.401908 1.987617 0.834 0.465 0.084 -0.164
H 1.188691 -0.712191 2.019883 -0.271 -0.448 -0.254 -0.367
H 2.803072 -0.919235 2.601432 0.883 -0.313 -0.040 0.363
H 1.478903 -0.943080 3.742807 -0.152 0.454 0.628 -0.058
H -0.536946 -5.827569 3.752669 -0.603 -1.048 0.151 0.296
H -0.839218 -4.157080 3.643252 0.694 0.411 -0.250 0.261
H -0.334410 -4.783606 5.196568 0.273 -0.170 0.494 0.298
H 4.867704 -4.570450 1.932931 -0.726 -0.360 0.060 0.151
H 3.585318 -3.570607 1.325540 -0.205 0.417 -0.135 -0.046
H 3.172361 -5.234778 1.633013 0.134 -0.280 0.354 0.307
C -6.619516 1.089646 -4.778046 0.039 -1.185 -2.068 -0.663
O -5.673239 2.017421 -4.296431 -0.105 1.245 -0.500 -0.434
P -4.159124 1.779942 -4.682288 0.956 -2.283 1.533 0.740
O -3.685315 0.460002 -4.183424 -0.242 1.233 -0.327 -0.206
O -3.992709 1.800770 -6.240175 -0.027 1.031 -0.137 -0.133
C -4.318916 2.998109 -6.973853 -1.154 -0.295 0.572 -0.812
O -3.468968 3.085218 -4.131162 -0.537 0.316 0.016 -0.294
C -3.573581 3.402899 -2.712868 1.377 0.806 -0.567 -0.614
H -7.615337 1.532350 -4.778490 0.139 -0.063 0.526 0.284
H -6.493379 0.186957 -4.184806 -0.566 -0.125 -0.016 0.224
H -6.441332 0.794821 -5.886829 0.016 0.518 1.705 0.268
H -5.401161 3.162750 -6.977440 0.033 -0.099 0.190 0.289
H -4.044073 2.789204 -7.965366 0.595 -0.035 -1.275 0.280
H -3.852223 3.884406 -6.584554 0.491 0.179 0.219 0.316
H -3.105013 4.385236 -2.524648 -0.176 -0.415 -0.544 0.257
H -2.990387 2.688013 -2.187554 0.323 -0.707 0.541 0.058
H -4.568131 3.449915 -2.357637 -1.211 -0.171 0.022 0.429
C -1.383375 -0.751973 -2.555540 0.296 0.659 0.682 0.231
O -1.487939 0.624873 -2.042028 -0.635 -1.086 -1.097 1.562
P -0.794872 0.889508 -0.678448 0.838 -0.594 -0.052 -1.272
O 0.637328 0.486005 -0.566655 -1.189 0.624 0.099 0.110
O -1.634595 0.029041 0.380901 0.308 1.064 0.019 -0.104
C -2.974981 0.361570 0.699427 -1.065 -1.841 1.754 -1.069
O -1.164791 2.435906 -0.647617 1.485 0.628 1.369 -0.390
C -0.148972 3.291509 0.072580 -0.316 -1.348 -0.088 -0.627
H -0.349012 -1.016580 -2.339561 -0.119 -0.654 -0.132 0.109
H -1.546008 -0.696011 -3.616801 -0.222 0.069 -0.176 -0.713
H -2.108965 -1.416069 -2.059901 0.378 0.333 -0.194 0.214
H -3.700952 0.077260 -0.062548 0.287 -0.072 -0.290 0.300
H -3.164365 1.370570 0.988023 0.421 1.067 -0.114 0.452
H -3.223346 -0.229265 1.640947 0.338 0.497 -1.268 0.074
H -0.121912 4.282501 -0.331795 -0.306 0.324 -0.651 0.498
H 0.841847 2.810410 -0.038889 -0.583 0.355 0.324 0.251
H -0.483060 3.352823 1.103405 0.299 -0.022 -0.023 0.154
Br 4.118258 2.044550 -3.329141 0.450 -0.249 0.289 -0.193
C 2.464249 3.016556 -3.438878 0.412 0.181 -0.626 -0.502
C 1.346836 2.049771 -3.618824 -0.931 -2.011 -0.165 0.166
Br -0.233220 2.973372 -4.214045 -0.539 0.430 -0.076 -0.189
H 2.600216 3.716638 -4.254782 -0.222 -0.198 -0.349 0.459
H 2.359862 3.630509 -2.567777 -0.117 0.027 0.711 0.324
H 1.052492 1.509171 -2.686382 0.501 0.620 -0.605 -0.428
H 1.456329 1.241006 -4.400285 0.519 1.143 0.799 0.457
Br -3.918292 -2.789361 -7.226326 -0.529 -0.023 -0.329 -0.171
C -2.755636 -2.034153 -5.906436 0.619 -1.449 1.196 -0.314
C -1.846793 -0.965778 -6.463626 -1.676 0.561 -0.141 0.161
Br -0.376384 -1.703611 -7.429351 0.402 -0.110 -0.228 -0.136
H -2.156042 -2.892376 -5.601064 0.351 -0.019 -0.298 0.316
H -3.298318 -1.892725 -4.951785 -0.081 1.094 -0.975 0.191
H -1.499519 -0.360167 -5.661255 0.613 0.411 0.597 -0.344
H -2.395059 -0.280482 -7.130164 0.265 -0.411 0.179 0.362
```
Forces are in eV/Å.

Properties
Energy relative to the best compared isomer or geometry (same formula, charge and spin)   4.1 kcal per mole
LUMO   0.2361 eV
Multiplicity   1

A structure of composition C18H14AgF7NO4. Source: the OMol25 dataset; level of theory: ωB97M-V/def2-TZVPD.

Geometry as XYZ:
```
45
Properties=species:S:1:pos:R:3:forces:R:3:nbo_charge:R:1
Ag 2.286160 2.584258 1.121058 0.038 -0.002 -0.050 0.809
C -4.930877 0.461276 -1.277043 0.022 0.005 0.006 -0.623
C -3.668863 0.494103 -2.134565 -0.015 -0.011 0.017 -0.022
C -3.567444 -0.675256 -3.105036 0.013 -0.024 -0.005 -0.400
C -3.415767 -1.990427 -2.351984 0.007 0.024 0.013 -0.421
C -2.301231 -1.901432 -1.340289 -0.034 -0.001 -0.031 -0.058
C -1.669467 -3.038518 -0.884196 -0.009 -0.004 -0.003 -0.248
C -0.646632 -2.939812 0.049189 0.006 -0.026 0.006 0.369
F -0.057891 -4.084779 0.467394 -0.004 0.003 -0.004 -0.332
C -0.226835 -1.737952 0.541753 0.032 0.032 0.033 -0.229
C -0.847134 -0.569340 0.091328 -0.014 0.024 -0.006 -0.173
C -0.379701 0.734093 0.636973 -0.029 0.023 -0.069 0.582
O 0.477618 0.746878 1.516148 -0.002 -0.043 0.052 -0.652
C -1.024924 1.899766 0.070304 0.047 0.011 0.087 -0.329
C -2.036145 1.718056 -0.811506 -0.018 -0.029 -0.006 0.108
N -2.474287 0.524825 -1.287505 0.011 -0.007 -0.018 -0.395
C -1.881759 -0.649378 -0.847522 -0.008 0.021 -0.004 0.226
C -0.710016 3.362563 0.413037 -0.011 -0.029 -0.104 0.780
O -1.654387 4.149541 0.292260 0.013 0.024 0.005 -0.719
O 0.477629 3.662992 0.723934 -0.002 -0.026 0.081 -0.809
H -5.822782 0.440623 -1.906342 0.003 -0.001 0.000 0.208
H -4.973444 1.346728 -0.642443 -0.011 -0.006 0.002 0.229
H -4.940826 -0.415170 -0.627565 -0.005 0.005 -0.001 0.210
H -3.658003 1.423352 -2.706196 0.011 0.010 -0.002 0.211
H -2.698476 -0.520009 -3.749223 -0.005 0.002 -0.001 0.214
H -4.453738 -0.692232 -3.741468 0.002 -0.001 -0.003 0.212
H -3.214266 -2.807059 -3.047050 0.002 -0.001 -0.001 0.220
H -4.353852 -2.238647 -1.846414 -0.001 -0.007 -0.004 0.211
H -1.959407 -4.015347 -1.252242 0.001 0.004 0.001 0.219
H 0.571228 -1.658783 1.267761 -0.007 -0.008 -0.002 0.260
H -2.559818 2.595586 -1.171913 -0.006 -0.003 0.002 0.237
C 3.714262 -0.458685 1.220964 0.009 0.004 -0.003 -0.661
C 4.579429 0.679130 1.787093 0.029 -0.016 -0.001 0.109
O 4.270632 1.907626 1.321700 -0.026 0.026 0.040 -0.909
C 6.052422 0.389660 1.394619 -0.021 0.033 -0.016 0.952
F 6.182876 0.397510 0.054912 0.004 -0.013 0.002 -0.334
F 6.495736 -0.824171 1.808123 0.014 -0.017 0.001 -0.347
F 6.919725 1.292741 1.873653 -0.010 0.003 0.001 -0.325
C 4.450037 0.644788 3.336031 -0.051 0.031 -0.066 0.945
F 3.171650 0.866333 3.693635 0.024 0.005 -0.001 -0.330
F 4.795159 -0.544924 3.887694 0.011 -0.020 0.015 -0.346
F 5.192939 1.579015 3.945772 0.010 0.008 0.023 -0.325
H 3.804959 -0.439817 0.135674 0.007 0.001 0.002 0.223
H 2.675532 -0.260461 1.483006 -0.011 0.004 0.022 0.241
H 4.009977 -1.439248 1.596472 -0.019 -0.010 -0.013 0.212
```
Forces are in eV/Å.

Properties
Energy relative to the best compared isomer or geometry (same formula, charge and spin)   0.0 kcal per mole
LUMO   2.1994 eV
Multiplicity   1
Total charge   -1

Electronic energy: -9812.4965 -429613.5830 -51599.6002 (eV)
Strongest force on any atom: 0.5 4.2 0.1 (eV/Å)
HOMO-LUMO gap: 9.843 10.037 7.489 (eV)